(1)
The following is a DFT calculation (ωB97M-V/def2-TZVPD) of a 2-piece molecular cluster, C4H13N2O overall.

Gap between HOMO and LUMO   10.8 eV
Charge   +1
E_tot   -9379.761 eV
Relative energy (zero: lowest compared OMol25 entry of this formula, charge and spin)   42.0 kcal/mol
LUMO energy   -2.913 eV

Element x y z (Å)
O 0.07404 -0.43126 0.06004
N -2.36048 0.16806 0.03858
N 2.32926 0.16392 0.10234
C -2.90729 -1.07046 -0.53746
C 0.95905 0.44336 0.10840
C 0.65676 1.84062 0.33326
C 2.92009 -1.08833 -0.10341
H 2.94781 0.86780 0.52453
H 1.39759 2.34111 1.11018
H 2.30673 -1.52652 -0.94206
H -2.54181 1.04673 -0.32344
H 2.69957 -1.84354 0.64769
H -0.37645 1.91035 0.82668
H -2.67104 0.16797 1.00950
H -3.95482 -1.11548 -0.45136
H 0.70998 2.40657 -0.56630
H 3.96896 -1.16293 -0.14429
H -2.31251 -1.88367 -0.26205
H -2.62603 -1.06817 -1.56945
H -1.21939 -0.16613 0.13862

Results of the Mulliken charge analysis, in e, for atoms 1 through 5:
1. O -0.703
2. N -0.360
3. N -0.167
4. C -0.903
5. C 0.798

---

(2)
The following is a DFT calculation (ωB97M-V/def2-TZVPD) of C30H36MnN2O2PSe2 as an isolated structure.

Gap between HOMO and LUMO (alpha / beta)   5.6 / 6.1 eV
Charge   -1
E_tot   -210072.741 eV
2S+1   6
LUMO energy (alpha / beta)   2.578 / 2.574 eV

Element x y z (Å)
Se -1.13425 1.91415 -1.70008
Se -0.94440 -2.09342 -2.11872
Mn -0.26060 -0.28482 -0.31245
P -0.60691 1.58313 1.61428
O -3.45970 -0.26754 -1.34978
O -2.35243 0.25155 -6.13844
N 1.78973 -1.15158 0.71966
N 1.57709 0.07245 -1.84181
C -1.09838 -1.41978 1.44568
C -1.77381 1.33116 -3.46768
C -1.37174 -3.64381 2.47595
C 3.70762 -0.53039 -0.76933
C -2.82236 3.14946 2.00405
C 2.00907 1.70873 2.80153
C -1.23557 -1.74315 3.93471
C -1.25700 -1.19043 5.24059
C -1.06258 -0.90248 2.79804
C 2.75263 -0.80122 -1.92839
C -0.88557 0.50336 3.06524
C -2.91411 5.37502 2.90467
C -3.55920 4.25266 2.39689
C 3.33559 2.12641 2.81746
C -2.58188 0.03070 -3.65526
C -1.43048 3.13926 2.12342
C -1.53250 5.38222 3.00673
C 3.82646 2.92829 1.79732
C -1.25594 -2.78611 1.35597
C -3.25703 0.16362 -5.04314
C -1.36819 -3.14042 3.74278
C -0.79275 4.27226 2.61284
C -1.12503 0.15114 5.44573
C -0.92988 1.00479 4.33837
C 1.66381 2.89270 0.73956
C -3.78267 -0.11744 -2.71702
C 3.24322 -1.07167 0.59164
C -1.68606 -1.22073 -3.72514
C 2.98629 3.30927 0.75765
C 1.15779 2.09670 1.77092
H -3.87513 -0.71411 -5.24363
H 3.28199 -0.64996 -2.87656
H 1.85585 1.04942 -1.86406
H -1.31613 -3.24044 0.37072
H 4.86134 3.24781 1.80573
H 0.28604 4.29446 2.70422
H 1.63435 1.07529 3.59638
H 3.98341 1.82406 3.63142
H -0.81690 2.07094 4.50426
H -4.42334 0.76782 -2.85572
H -0.85266 -0.98851 -4.38785
H 3.87872 0.54990 -0.70656
H 3.36140 3.93156 -0.04586
H 1.01137 3.18554 -0.07910
H 1.40901 -0.20673 0.74054
H -4.34392 -0.99759 -3.06617
H -0.89318 1.26635 -4.11401
H 0.97082 -0.06481 -2.64304
H -2.38270 2.16758 -3.82556
H -4.27492 -0.43601 -0.87360
H 1.50790 -1.58957 1.58780
H -1.38873 -1.86282 6.08257
H -2.26068 -2.01115 -4.21394
H -3.48758 6.24067 3.21240
H 3.70322 -0.47720 1.39072
H -3.32423 2.28036 1.59342
H -1.47256 -4.71276 2.31790
H 4.67140 -0.99680 -0.98840
H 3.60522 -2.09728 0.70080
H 2.40010 -1.83452 -1.90058
H -3.91117 1.04601 -5.03448
H -1.16422 0.56432 6.44635
H -4.63761 4.24177 2.29989
H -1.02122 6.25157 3.40220
H -1.78700 1.01289 -5.97277
H -1.48190 -3.78433 4.60862

Results of the Mulliken charge analysis, in e, for atoms 1 through 5:
1. Se -0.479
2. Se -0.527
3. Mn 0.452
4. P 0.905
5. O -0.234

---

(3)
The following is a DFT calculation (ωB97M-V/def2-TZVPD) of a 2-piece molecular cluster, C4H8N3OP overall.

Gap between HOMO and LUMO (alpha / beta)   7.7 / 8.6 eV
E_tot   -20081.498 eV
Relative energy (zero: lowest compared OMol25 entry of this formula, charge and spin)   90.7 kcal/mol
LUMO energy (alpha / beta)   -1.483 / -0.224 eV

Element x y z (Å)
P 0.08749 -1.43038 -0.20231
O 0.24488 -2.60600 -1.05360
N -0.16577 -1.87262 1.47715
N 1.47548 -0.32650 -0.05688
N 3.32315 0.56101 -0.85811
C 1.90034 0.57887 0.86743
C 3.06875 1.10173 0.37735
C -1.86817 0.70746 -1.65082
C 2.34199 -0.26009 -1.08550
H 3.62800 1.87220 0.93814
H 1.22140 0.68308 1.79250
H 2.30906 -0.89337 -1.96204
H -0.99004 -2.46835 1.50079
H -0.06302 -1.03066 2.15295
H -1.33648 1.34000 -1.07323
H -2.80643 0.45225 -1.25748
H -1.17297 0.28626 -2.48364

Results of the Mulliken charge analysis, in e, for atoms 1 through 5:
1. P 0.404
2. O -0.528
3. N -0.504
4. N 0.227
5. N -0.606

---

Respective max |F| values: 4.9; 2.4; 4.1 eV/A.